# C10H22N2

A structure of composition C10H22N2 at a distorted geometry (wB97M-V/def2-TZVPD, the OMol25 dataset).

Structure (XYZ):
```
34
Properties=species:S:1:pos:R:3:forces:R:3:lowdin_charge:R:1
C -2.113 0.164 1.180 -1.47 2.60 -2.48 -0.10
C -0.710 -1.388 -0.129 -1.48 -2.34 -0.57 -0.07
C 0.260 0.253 1.370 1.22 -1.40 3.41 -0.13
C -2.003 -0.580 -0.154 -0.70 0.71 -0.22 -0.26
C 0.501 0.434 -1.036 0.55 0.16 -1.32 -0.01
C -1.963 0.316 -1.383 -0.30 -0.08 -0.02 0.14
C 1.080 0.108 -2.433 2.27 1.46 0.97 0.00
C 3.126 -0.918 0.044 -0.25 0.08 0.65 -0.04
C -1.051 2.212 1.916 -0.26 2.69 1.92 -0.06
C 1.701 -1.518 0.197 1.20 0.99 -1.21 -0.11
N -0.927 0.977 1.238 0.17 0.86 -1.24 -0.23
N 0.488 -0.548 0.117 -0.04 2.18 -1.82 -0.19
H -3.054 0.850 1.264 1.72 -1.49 -0.06 0.19
H -2.044 -0.553 1.903 -0.60 -1.96 2.41 0.11
H -0.553 -2.153 0.653 -1.03 0.07 -0.47 0.17
H -0.767 -1.855 -1.143 1.31 -0.03 0.76 0.17
H 1.222 0.716 1.681 -0.80 0.98 -1.09 0.17
H 0.276 -0.440 2.321 -0.62 0.04 -1.88 0.20
H -2.931 -1.117 -0.420 0.43 -0.84 0.64 0.19
H 0.697 1.498 -0.821 -0.33 -0.68 0.73 0.17
H -2.478 1.281 -1.255 0.52 -0.12 -0.07 0.15
H -2.097 -0.068 -2.452 0.49 0.11 1.57 0.17
H -0.746 0.571 -1.366 0.31 0.57 -0.05 0.07
H 0.370 0.320 -3.233 0.04 -0.17 0.09 0.10
H 1.534 -0.895 -2.518 -0.42 0.51 -0.12 0.10
H 1.942 0.943 -2.549 -1.77 -2.07 0.05 0.17
H 3.334 -0.286 0.945 0.27 -0.48 -0.95 0.10
H 3.779 -1.841 0.063 -0.50 1.15 0.05 0.13
H 3.315 -0.364 -0.903 -0.16 -0.42 0.76 0.08
H -1.954 2.832 1.729 0.18 -0.92 -0.89 0.11
H -1.215 2.086 3.017 0.95 0.06 -0.48 0.12
H -0.239 2.931 1.650 -0.25 -0.82 0.62 0.12
H 1.681 -1.878 1.257 -0.60 -0.70 -1.39 0.16
H 1.538 -2.088 -0.753 -0.03 -0.70 1.71 0.14
```
Positions in Å, forces in eV/Å.

- Molecular weight: 170.30 g/mol
- Energy relative to the best compared isomer or geometry (same formula, charge and spin): 62.10 kcal/mol
- Calculated total energy: -13685.1376 eV
- Net charge: +2
- HOMO: -16.534 eV
- Gap between HOMO and LUMO: 0.236 Ha